Density functional theory data (ωB97M-V/def2-TZVPD) for C9H26N10O13Zn2 as an isolated structure at a distorted geometry.

The geometry in ORCA input format:
```
! wB97M-V def2-TZVPD RIJCOSX def2/J DEFGRID3
* xyz -1 2
Zn 2.1546 0.4784 0.9778
Zn 2.8752 -0.7958 -1.6563
C 0.6381 0.3524 -1.1080
O 0.9186 -0.6148 -1.7746
O 0.3567 0.0333 0.0252
O 1.7693 0.8145 -0.9459
C 4.2133 -0.8137 0.5293
O 4.1203 0.0166 1.4636
O 4.4586 -0.3795 -0.6063
O 3.0790 -1.2466 0.3964
C -3.9042 -0.6200 0.5915
O -3.9431 -1.4709 -0.2746
N -4.9586 -0.2433 1.3253
N -2.8338 -0.0966 1.1200
H -5.8409 -0.4825 0.8959
H -4.8070 0.5632 1.9142
H -3.1301 0.5496 1.8374
H -1.9780 -0.2422 0.6037
C -1.9843 3.8042 0.2158
O -2.0948 3.7010 1.4346
N -0.9887 3.4233 -0.4737
N -2.8657 4.2810 -0.5744
H -0.2454 2.8104 -0.1706
H -1.0802 3.6718 -1.4484
H -3.7773 4.5693 -0.2487
H -2.8532 4.1597 -1.5770
C 2.5913 3.4298 0.8119
O 2.2544 2.4808 1.5008
N 1.7608 4.4506 0.7238
N 3.6434 3.5538 0.0372
H 2.0331 5.3231 0.2940
H 1.0809 4.5688 1.4612
H 3.9061 4.3494 -0.5267
H 4.3304 2.8139 0.0622
C -0.1578 -3.7239 0.0702
O -0.6176 -4.8429 0.1529
N 1.1409 -3.6056 -0.0934
N -0.7927 -2.6166 0.0219
H 1.6318 -2.7780 0.2133
H 1.6059 -4.5021 -0.1102
H -1.7894 -2.6265 0.1847
H -0.1853 -1.8098 0.0373
C 0.7175 0.0149 3.7169
O 1.5815 -0.0969 2.8240
N 0.7610 0.3448 4.9872
N -0.5823 -0.0781 3.4236
H -0.1603 0.2619 5.3927
H 1.5813 0.6791 5.4723
H -1.2969 -0.0444 4.1366
H -0.6467 -0.2292 2.4271
C -0.1773 -2.6916 -4.6867
C -0.3251 -3.6385 -3.5163
O -0.0056 -4.8929 -4.0061
O -0.2034 -1.2634 -4.2459
H -0.9164 -2.7178 -5.4875
H 0.8225 -2.9269 -5.0514
H -1.2893 -3.4179 -3.0583
H 0.4067 -3.2506 -2.8076
H -0.2818 -5.5929 -3.4099
H 0.2798 -1.1475 -3.4245
*
```

Computed properties:
E_HOMO (spin up / spin down): -2.005 / -4.155 eV
lowest unoccupied orbital energy (spin up / spin down): 2.1 / 2.1 eV

Here are the Löwdin charges for atoms 1 to 6, given in e: 0.6986, 0.9541, -1.0109, -0.1433, -0.1167, -0.1916